Record 1
Density functional theory data (ωB97M-V with the def2-TZVPD basis set) for C2Cl4OS as an isolated structure in a non-equilibrium geometry.

Structure (XYZ):
```
8
Properties=species:S:1:pos:R:3:forces:R:3:nbo_charge:R:1
Cl 1.716 1.021 1.222 0.6 1.1 -0.5 0.05
Cl -2.873 -0.908 -0.358 0.2 0.4 -0.7 -0.06
Cl 2.014 0.969 -1.828 -0.3 -0.7 1.4 0.08
Cl 1.122 -1.373 0.099 1.2 0.7 -2.3 0.03
S -0.672 1.098 -0.569 1.5 -2.6 0.8 0.28
O -1.128 -0.880 1.421 0.8 1.6 -1.3 -0.49
C -1.318 -0.365 0.361 -2.7 -0.1 1.7 0.37
C 1.139 0.437 -0.347 -1.3 -0.4 1.0 -0.26
```
Forces are in eV/Å.

Values from the calculation:
HOMO-LUMO gap ... 9.49 eV
Relative energy (zero: lowest compared OMol25 entry of this formula, charge and spin) ... 15.3 kcal/mol
HOMO ... -10.5 eV



Record 2
Density functional theory data (ωB97M-V with the def2-TZVPD basis set) for a 5-piece molecular cluster, C31H54N3O9 overall.

Structure (XYZ):
```
97
Properties=species:S:1:pos:R:3:forces:R:3:lowdin_charge:R:1
O 1.225 6.530 -3.360 -0.1 -0.1 0.0 0.00
O 1.719 8.639 -3.931 0.0 0.0 0.2 0.13
O -0.933 4.485 3.046 0.0 0.0 0.2 0.02
O 0.534 4.702 0.423 0.0 -0.1 -0.1 0.03
O 0.665 5.663 4.088 0.1 -0.2 -0.1 0.12
O 0.317 3.365 -1.361 -0.2 -0.1 0.2 0.07
O 3.773 -2.343 -2.664 0.3 -0.1 -0.2 -0.15
O 0.502 -5.812 5.718 0.1 0.1 -0.1 0.05
O 1.568 -4.624 4.141 0.2 0.0 -0.2 0.10
N -0.702 -3.984 -0.393 0.4 0.3 0.3 -0.01
N 0.547 -3.436 1.288 0.3 1.0 0.0 0.18
N -3.824 -2.805 -0.301 -0.1 0.5 -0.1 0.01
C -0.824 -4.404 4.400 -0.2 0.1 0.4 -0.09
C 0.634 5.382 -3.998 -0.2 -0.1 -0.1 -0.16
C 0.994 -0.937 0.856 -0.2 -0.3 -0.3 -0.10
C 0.990 4.102 -0.684 0.2 0.2 -0.3 -0.49
C 3.946 -4.749 -2.230 0.1 0.2 -0.1 -0.07
C 1.923 0.510 -1.055 -0.5 -0.8 0.2 -0.18
C 0.556 -4.924 4.718 -0.1 -0.1 -0.2 -0.50
C 2.282 -0.578 -2.084 0.5 0.4 -0.1 -0.15
C 1.537 5.602 0.951 0.2 0.2 0.2 -0.13
C 4.663 -3.386 -2.276 -0.4 -0.2 0.5 -0.25
C -2.168 -4.104 -2.466 -0.5 0.0 0.5 -0.16
C 1.213 7.595 -4.207 0.2 0.2 -0.2 -0.48
C -0.379 -2.642 -0.506 -0.3 0.1 -0.5 0.01
C -1.622 -4.792 5.642 0.0 0.0 -0.1 -0.14
C -1.426 5.188 5.237 -0.1 -0.4 -0.1 -0.07
C -3.678 -4.446 -2.589 0.3 0.0 -0.8 -0.21
C 0.697 0.160 -0.194 0.4 0.4 0.4 -0.17
C -0.250 5.949 -5.101 0.0 0.1 -0.1 -0.15
C -4.574 -3.220 -2.714 -0.1 0.2 0.5 -0.20
C -4.655 -2.327 -1.439 0.1 -0.4 -0.1 -0.23
C 2.856 5.092 0.389 0.0 -0.1 -0.1 -0.14
C -0.419 5.157 4.104 -0.1 0.3 0.2 -0.48
C -1.504 -4.838 -1.297 0.1 -0.1 -0.2 -0.10
C -2.401 4.081 4.844 0.0 0.1 0.1 -0.15
C 0.509 7.215 -5.496 -0.3 -0.3 0.2 -0.07
C -0.112 -4.425 0.703 0.1 -0.5 0.4 -0.05
C 0.397 -2.274 0.541 -0.1 -0.2 -0.1 -0.18
C 3.306 -1.587 -1.575 -0.4 0.2 -0.1 -0.25
C 2.422 4.516 -0.956 0.2 0.0 0.5 -0.07
C -0.870 -6.033 6.112 -0.2 0.0 0.1 -0.13
C -2.289 4.094 3.325 -0.1 -0.1 0.0 -0.15
H 5.522 -3.405 -2.944 -0.1 0.1 -0.2 0.12
H -0.827 -5.612 -1.661 0.0 0.1 0.0 0.13
H 4.416 -5.470 -2.897 0.0 -0.1 0.1 0.07
H -2.469 3.118 2.879 0.1 0.0 -0.1 0.12
H 2.758 -0.086 -2.936 -0.1 -0.1 -0.1 0.12
H -0.411 5.251 -5.920 0.1 0.0 0.0 0.12
H 2.865 -2.253 -0.817 0.1 0.0 0.0 0.11
H -4.016 -5.080 -1.773 0.0 0.0 0.1 0.10
H 1.437 4.755 -4.395 0.0 0.0 0.0 0.13
H 0.638 -0.611 1.835 0.1 -0.1 0.1 0.12
H 1.098 -3.512 2.138 0.0 -0.3 0.2 0.15
H 3.938 -5.152 -1.218 0.0 -0.1 0.0 0.06
H 4.125 -1.022 -1.109 0.1 -0.2 0.1 0.13
H 2.758 0.626 -0.358 0.1 0.3 -0.2 0.11
H 2.912 -4.631 -2.556 0.0 0.1 0.0 0.07
H -1.637 -4.357 -3.382 0.0 0.1 -0.1 0.12
H 1.266 7.021 -6.257 0.0 0.1 0.0 0.13
H -0.145 8.017 -5.823 0.2 0.1 -0.1 0.13
H 3.245 4.294 1.025 0.0 0.0 0.0 0.12
H -1.225 6.218 -4.690 0.0 0.0 0.0 0.12
H -2.958 4.822 2.863 0.0 0.0 0.0 0.13
H -0.159 -0.066 -0.828 -0.1 -0.1 0.0 0.10
H -0.120 -5.428 1.098 -0.2 0.0 -0.2 0.17
H -4.393 -1.302 -1.709 -0.1 0.0 0.1 0.10
H -0.783 -3.330 4.230 0.0 0.0 -0.2 0.12
H -3.790 -5.008 -3.519 -0.2 -0.2 0.2 0.11
H 3.021 3.661 -1.260 -0.1 0.0 -0.2 0.12
H -3.418 4.234 5.199 0.0 0.0 -0.1 0.12
H -5.585 -3.554 -2.951 0.0 0.0 -0.1 0.11
H -4.353 -2.643 0.548 0.0 -0.2 0.0 0.07
H -2.680 -4.973 5.461 0.0 -0.1 0.0 0.12
H 0.075 4.812 -3.263 0.1 0.0 0.1 0.10
H -5.692 -2.316 -1.109 0.0 0.1 0.0 0.11
H -1.221 -6.944 5.624 0.0 0.0 0.0 0.13
H -0.908 -6.174 7.188 0.2 0.0 0.0 0.13
H -2.250 -5.334 -0.680 -0.1 0.2 0.1 0.12
H -1.539 -4.004 6.390 0.0 0.0 0.0 0.12
H 1.305 6.612 0.609 0.0 0.0 -0.1 0.14
H -2.101 -3.024 -2.353 0.2 0.0 0.1 0.09
H -3.034 -2.174 -0.210 0.1 -0.1 0.0 0.05
H -1.169 -4.916 3.498 -0.1 0.1 0.0 0.12
H 0.426 1.059 0.361 -0.1 0.0 -0.1 0.11
H 2.076 -1.071 0.904 0.0 0.1 0.3 0.12
H -4.251 -2.599 -3.552 0.1 -0.1 -0.1 0.11
H -1.902 6.169 5.248 0.1 0.0 0.0 0.14
H -0.703 -2.038 -1.331 0.0 -0.1 0.0 0.12
H -2.048 3.125 5.233 0.0 0.0 0.0 0.12
H 2.421 5.274 -1.740 0.0 0.0 -0.1 0.11
H -0.936 5.006 6.189 0.1 0.2 0.0 0.13
H 1.499 5.574 2.037 -0.2 0.0 -0.1 0.10
H 3.617 5.866 0.319 -0.1 0.0 0.0 0.12
H 1.725 1.462 -1.540 0.1 0.0 -0.1 0.09
H 1.395 -1.083 -2.474 0.0 0.0 0.0 0.11
H 5.038 -3.160 -1.273 0.2 0.0 -0.1 0.11
```
Forces are in eV/Å.

Values from the calculation:
HOMO-LUMO gap ... 9.13 eV
Charge ... +1
HOMO ... -11.5 eV



Record 3
Density functional theory data (ωB97M-V with the def2-TZVPD basis set) for C4H7Br3O2 as an isolated structure in a non-equilibrium geometry.

Structure (XYZ):
```
16
Properties=species:S:1:pos:R:3:forces:R:3:nbo_charge:R:1
Br 0.660 2.159 -1.056 0.6 -0.9 -0.1 0.00
Br 2.121 -0.095 1.153 0.2 0.0 0.6 0.06
Br 1.761 -2.346 -1.068 0.7 -0.4 0.2 0.13
O 0.706 -0.213 -2.528 0.8 2.1 2.2 -0.49
O -0.862 -0.218 0.086 -1.0 0.5 2.4 -0.56
C -1.644 1.091 1.995 3.1 4.3 -2.9 -0.72
C 1.130 0.278 -1.504 -1.0 -0.5 -3.3 0.51
C 2.166 -0.515 -0.727 -2.4 0.1 1.5 -0.46
C -1.077 -0.050 1.293 0.8 -0.4 -2.6 0.46
H -0.946 -1.718 -2.906 -0.5 -0.1 0.7 0.00
H -1.312 -1.735 -2.237 0.2 -0.1 -0.7 0.00
H -1.983 1.844 1.217 -0.1 -0.8 1.1 0.24
H -2.344 0.815 2.675 -2.1 -0.7 2.1 0.23
H 3.129 -0.196 -0.928 1.9 0.2 -1.2 0.25
H -0.741 1.664 2.530 -1.8 -1.5 -0.9 0.25
H -0.764 -0.764 2.004 0.6 -1.7 0.7 0.11
```
Forces are in eV/Å.

Values from the calculation:
HOMO-LUMO gap ... 9.97 eV
Relative energy (zero: lowest compared OMol25 entry of this formula, charge and spin) ... 32.5 kcal/mol
HOMO ... -10.0 eV



Record 4
Density functional theory data (ωB97M-V with the def2-TZVPD basis set) for one molecule with the formula C4H6O2.

Structure (XYZ):
```
12
Properties=species:S:1:pos:R:3:forces:R:3:nbo_charge:R:1
O -1.007 -0.534 -1.601 -0.1 -0.1 0.5 -0.52
O 2.206 0.112 -0.663 -0.3 0.2 0.0 -0.54
C 0.244 0.840 0.490 0.0 0.0 0.0 -0.51
C 1.202 0.783 -0.689 0.2 -0.1 0.0 0.45
C -1.138 -1.009 -0.496 0.1 0.1 -0.3 0.45
C -0.351 -0.554 0.706 0.0 0.0 0.0 -0.51
H -1.855 -1.830 -0.321 0.0 -0.1 -0.1 0.12
H -0.979 -0.616 1.604 0.1 0.0 -0.2 0.23
H 0.932 1.369 -1.584 0.1 0.0 0.1 0.13
H -0.542 1.590 0.333 0.2 -0.2 -0.1 0.22
H 0.474 -1.272 0.837 -0.2 0.1 0.0 0.26
H 0.814 1.121 1.382 0.0 0.0 -0.1 0.24
```
Forces are in eV/Å.

Values from the calculation:
HOMO-LUMO gap ... 10.68 eV
Relative energy (zero: lowest compared OMol25 entry of this formula, charge and spin) ... 23.3 kcal/mol
SMILES string ... O=CCCC=O
HOMO ... -9.8 eV



Record 5
Density functional theory data (ωB97M-V with the def2-TZVPD basis set) for C14H23OV as an isolated structure in a non-equilibrium geometry.

Structure (XYZ):
```
39
Properties=species:S:1:pos:R:3:forces:R:3:nbo_charge:R:1
V 0.186 0.201 0.804 -2.6 -2.8 -2.7 0.98
O -0.095 0.170 3.852 0.6 0.5 -6.1 -0.26
C 0.002 0.243 2.681 -1.1 -0.6 9.6 0.53
C -1.479 -0.931 -0.083 0.7 -1.0 -0.2 -0.02
C 0.109 2.979 -0.101 -1.3 -0.1 0.8 -0.43
C -2.900 -0.515 -0.042 -0.3 0.4 0.2 -0.66
C 0.754 -1.191 -0.732 -1.0 -0.1 -0.6 0.00
C -1.503 -2.487 1.990 -0.2 -0.3 0.5 -0.67
C 2.003 -1.171 -1.537 0.4 0.1 -0.1 -0.67
C 1.548 -2.782 1.174 0.4 0.2 0.3 -0.67
C 0.539 -1.950 0.470 -0.8 -0.3 -0.4 0.00
C 1.181 1.895 0.080 2.8 1.0 0.7 -0.62
C -0.785 0.204 -2.326 0.0 0.5 -0.3 -0.66
C 0.648 4.134 -0.963 0.5 -0.2 -0.1 -0.59
C -0.507 -0.570 -1.088 0.3 -1.0 -0.2 -0.05
C -0.844 -1.828 0.835 0.0 0.6 -0.1 0.01
H -0.823 2.592 -0.559 0.4 -0.1 0.1 0.22
H 1.373 1.317 -0.830 -0.1 -0.3 0.2 0.28
H -0.020 0.971 -2.523 -0.2 -0.3 0.0 0.23
H -0.810 -2.621 2.832 -0.2 0.0 -0.2 0.24
H -1.759 0.706 -2.265 0.3 -0.1 -0.1 0.25
H -2.359 -1.901 2.344 0.2 -0.2 -0.1 0.25
H 1.292 1.188 1.180 2.0 4.3 -1.3 0.14
H -0.189 3.376 0.878 0.1 0.0 -0.1 0.24
H 2.237 -0.172 -1.920 0.0 -0.2 -0.1 0.23
H -3.550 -1.304 -0.444 0.2 0.1 0.0 0.29
H -0.808 -0.459 -3.206 0.0 0.1 0.3 0.29
H -0.112 4.898 -1.145 0.0 -0.3 0.1 0.26
H 1.493 4.610 -0.454 -0.1 0.0 -0.1 0.23
H 1.912 -1.841 -2.402 0.0 0.1 0.2 0.28
H 2.137 2.425 0.219 -0.2 -0.2 0.1 0.31
H -3.065 0.391 -0.631 -0.1 -0.1 0.1 0.24
H 2.852 -1.515 -0.937 -0.1 0.1 -0.3 0.25
H 2.561 -2.520 0.855 -0.2 -0.2 0.1 0.25
H 1.005 3.769 -1.932 -0.1 0.1 0.1 0.22
H 1.393 -3.850 0.961 -0.1 0.3 0.0 0.30
H 1.485 -2.654 2.262 0.0 -0.1 -0.2 0.25
H -3.222 -0.320 0.988 -0.1 -0.1 -0.2 0.25
H -1.880 -3.486 1.715 0.2 0.3 0.0 0.28
```
Forces are in eV/Å.

Values from the calculation:
HOMO-LUMO gap (alpha / beta) ... 6.70 / 7.17 eV
<S²> ... 2.1062
Relative energy (zero: lowest compared OMol25 entry of this formula, charge and spin) ... 16.6 kcal/mol
2S+1 ... 3
Charge ... +2
HOMO (alpha / beta) ... -16.9 / -17.0 eV



Record 6
Density functional theory data (ωB97M-V with the def2-TZVPD basis set) for C5H8CoO3 as an isolated structure in a non-equilibrium geometry.

Structure (XYZ):
```
17
Properties=species:S:1:pos:R:3:forces:R:3:nbo_charge:R:1
Co 1.584 1.511 -0.193 0.1 -0.3 0.4 1.53
O 1.281 0.051 0.945 0.2 0.3 0.2 -0.82
O -0.412 -1.110 -0.545 0.4 0.5 1.2 -0.49
O -0.132 1.140 -0.725 0.2 0.4 -0.1 -0.81
C 0.922 -1.636 -0.628 0.1 -0.1 -0.5 -0.10
C -0.517 0.132 -0.023 -1.6 -1.0 -1.5 0.89
C -1.763 0.273 0.837 0.6 0.1 0.8 -0.58
C 1.614 -1.292 0.684 -0.2 -0.6 0.1 -0.11
C -2.979 0.408 -0.014 0.0 0.0 -0.5 -0.23
H -1.617 1.165 1.462 -0.1 -0.2 -0.1 0.24
H 0.816 -2.717 -0.766 0.1 0.3 -0.1 0.24
H 1.199 -1.923 1.488 0.2 0.3 -0.2 0.21
H -1.826 -0.614 1.481 0.0 0.3 -0.2 0.25
H 1.426 -1.179 -1.493 0.0 -0.2 0.1 0.18
H -3.576 -0.468 -0.267 0.2 0.3 0.1 0.20
H -3.186 1.348 -0.526 0.1 -0.3 0.2 0.19
H 2.692 -1.499 0.614 -0.3 0.3 0.0 0.21
```
Forces are in eV/Å.

Values from the calculation:
HOMO-LUMO gap (alpha / beta) ... 6.01 / 8.96 eV
<S²> ... 6.0128
Relative energy (zero: lowest compared OMol25 entry of this formula, charge and spin) ... 0.0 kcal/mol
2S+1 ... 5
Charge ... +1
HOMO (alpha / beta) ... -12.0 / -15.0 eV